(1)
C15H14AsIN4O2PdS5 | ωB97M-V with the def2-TZVPD basis set

Values from the calculation:
Kohn-Sham gap (alpha / beta) (eV): 5.3 / 5.3
Energy relative to the best compared isomer or geometry (same formula, charge and spin) (eV): 0.078
Total charge: -2
Strongest force on any atom (eV Å⁻¹): 0.28
Multiplicity: 3
E (hartree): -5601.93575

Last column: Löwdin charge in e.
Cartesian coordinates (Å):
Pd1 0.790 0.577 -0.743  0.4497
S1 -0.206 3.503 -4.688  -0.2107
As1 -0.734 2.219 -3.101  -0.5294
S2 0.012 2.857 -1.107  -0.0445
S3 0.415 0.330 -3.095  -0.0084
S4 -2.824 1.758 -2.936  -0.1613
C1 3.421 2.096 -4.800  -0.0707
C2 3.680 1.653 -3.388  -0.3049
C3 3.301 2.470 -2.330  -0.0823
C4 3.379 2.020 -1.020  -0.1350
C5 3.847 0.739 -0.760  -0.3128
C6 4.286 -0.070 -1.800  -0.0713
C7 4.204 0.394 -3.103  -0.0594
S5 3.585 0.032 0.853  0.5446
O1 4.770 -0.736 1.193  -0.3513
O2 3.232 1.121 1.731  -0.3431
N1 2.277 -0.841 0.601  -0.1737
C8 2.322 -2.126 0.107  -0.4203
C9 3.320 -3.080 0.408  -0.0388
C10 3.224 -4.341 -0.138  -0.1073
C11 2.147 -4.667 -0.957  -0.1155
C12 1.207 -3.677 -1.180  -0.1656
N2 1.283 -2.452 -0.675  0.0958
H1 2.341 2.147 -4.967  0.0153
H2 3.855 1.403 -5.521  0.0660
H3 3.827 3.093 -4.985  0.0747
H4 2.841 3.429 -2.534  0.1052
H5 3.016 2.629 -0.203  0.0899
H6 4.640 -1.072 -1.590  0.1073
H7 4.498 -0.257 -3.919  0.1037
H8 4.139 -2.804 1.053  0.0828
H9 3.991 -5.076 0.083  0.0917
H10 2.040 -5.647 -1.404  0.0790
H11 0.341 -3.867 -1.808  0.1003
I1 -3.372 -3.049 2.280  0.7638
C13 -2.496 -1.641 1.047  -0.7772
C14 -3.082 -1.006 -0.032  -0.1584
N3 -2.154 -0.193 -0.542  -0.0083
N4 -1.012 -0.270 0.138  -0.0762
C15 -1.186 -1.151 1.106  -0.2067
H12 -4.067 -1.079 -0.457  0.1140
H13 -2.244 0.427 -1.384  -0.0538
H14 -0.369 -1.396 1.765  0.1033



(2)
C40H65I2N6O3P2Sn | ωB97M-V with the def2-TZVPD basis set

Values from the calculation:
Kohn-Sham gap (eV): 4.5
Energy relative to the best compared isomer or geometry (same formula, charge and spin) (eV): 0.427
Total charge: +3
Strongest force on any atom (eV Å⁻¹): 1.33
E (hartree): -3609.12970

Last column: Löwdin charge in e.
Cartesian coordinates (Å):
Sn1 -0.272 0.344 -0.651  1.5783
C1 -5.720 0.006 -1.543  -0.0334
C2 -4.584 0.960 -1.141  -0.3489
C3 -3.450 0.932 -2.169  -0.1213
C4 -4.156 0.806 0.317  -0.1287
C5 -4.812 1.629 1.226  -0.0131
C6 -4.489 1.646 2.572  -0.0260
C7 -3.472 0.831 3.042  -0.0223
C8 -2.778 -0.011 2.186  -0.1507
C9 -1.790 -1.006 2.769  -0.3700
C10 -2.519 -1.992 3.693  -0.0342
C11 -0.665 -0.306 3.540  -0.0607
C12 -3.135 -0.033 0.819  -0.2129
N1 -2.445 -0.969 0.010  -0.0008
C13 -3.087 -1.935 -0.515  -0.0647
C14 -2.569 -2.987 -1.370  -0.0818
C15 -3.451 -4.007 -1.692  0.0322
C16 -3.065 -5.121 -2.433  0.0438
C17 -1.744 -5.250 -2.866  -0.0001
C18 -0.829 -4.287 -2.532  0.0472
C19 -1.204 -3.121 -1.790  -0.1946
N2 -0.297 -2.153 -1.633  0.1208
C20 1.014 -2.478 -1.532  -0.1822
C21 1.493 -3.511 -0.634  -0.0807
C22 2.852 -3.751 -0.615  0.0159
C23 3.728 -3.054 -1.438  0.0414
C24 3.271 -2.024 -2.262  -0.0098
C25 1.937 -1.699 -2.315  -0.1343
C26 1.431 -0.713 -3.342  -0.4325
C27 1.539 -1.320 -4.748  -0.0545
C28 2.160 0.634 -3.268  -0.0594
C29 0.630 -4.190 0.409  -0.3600
C30 1.076 -3.759 1.816  -0.0339
C31 0.677 -5.720 0.278  -0.0229
H1 -6.155 0.335 -2.487  0.0950
H2 -6.510 0.007 -0.792  0.0947
H3 -5.374 -1.018 -1.685  0.0600
H4 -5.013 1.962 -1.191  0.1357
H5 -3.124 -0.077 -2.424  0.0513
H6 -2.585 1.504 -1.811  -0.0116
H7 -3.794 1.398 -3.092  0.0755
H8 -5.600 2.277 0.861  0.1307
H9 -5.033 2.290 3.249  0.1245
H10 -3.248 0.831 4.100  0.1253
H11 -1.330 -1.574 1.953  0.1022
H12 -2.835 -1.489 4.607  0.0916
H13 -1.856 -2.811 3.976  0.0817
H14 -3.406 -2.411 3.216  0.0892
H15 -1.065 0.331 4.329  0.0911
H16 -0.043 0.295 2.876  0.0304
H17 -0.030 -1.059 4.011  0.0813
H18 -4.143 -2.046 -0.263  0.1471
H19 -4.475 -3.939 -1.342  0.1383
H20 -3.792 -5.884 -2.678  0.1403
H21 -1.445 -6.100 -3.464  0.1381
H22 0.182 -4.338 -2.915  0.1399
H23 3.249 -4.498 0.060  0.1336
H24 4.780 -3.309 -1.438  0.1386
H25 3.976 -1.499 -2.893  0.1373
H26 0.364 -0.531 -3.156  0.0330
H27 2.579 -1.524 -5.006  0.0987
H28 1.138 -0.623 -5.483  0.0185
H29 0.975 -2.252 -4.829  0.0888
H30 3.226 0.536 -3.476  0.0935
H31 2.037 1.096 -2.283  0.0359
H32 1.746 1.309 -4.017  0.0724
H33 -0.408 -3.881 0.301  0.1169
H34 2.085 -4.105 2.039  0.0914
H35 0.406 -4.191 2.560  0.0952
H36 1.051 -2.670 1.912  0.0631
H37 1.683 -6.104 0.446  0.0915
H38 0.348 -6.048 -0.708  0.0761
H39 0.019 -6.168 1.022  0.0994
C32 2.158 1.684 4.432  -0.0606
N3 2.282 0.722 3.338  -0.3021
C33 2.874 -0.565 3.709  -0.0705
P1 2.299 1.063 1.742  0.4882
O1 1.411 0.162 0.926  -0.4353
O2 1.747 2.568 1.746  -0.2533
P2 1.156 3.430 0.501  0.4910
O3 0.804 2.473 -0.595  -0.5197
N4 2.271 4.523 0.092  -0.2928
C34 2.875 4.623 -1.233  -0.0588
C35 2.685 5.533 1.074  -0.0636
N5 -0.116 4.175 1.249  -0.2749
C36 -1.134 3.266 1.775  -0.0822
C37 -0.683 5.333 0.540  -0.0668
N6 3.814 1.040 1.146  -0.2795
C38 4.201 0.428 -0.116  -0.0692
C39 4.855 1.818 1.818  -0.0530
H40 3.111 1.804 4.953  0.0977
H41 1.423 1.320 5.152  0.0946
H42 1.834 2.648 4.053  0.0809
H43 3.850 -0.431 4.182  0.1007
H44 2.993 -1.189 2.822  0.0742
H45 2.222 -1.082 4.415  0.0892
H46 2.440 3.877 -1.896  0.0594
H47 3.955 4.473 -1.170  0.0935
H48 2.693 5.614 -1.654  0.1004
H49 2.098 5.434 1.985  0.0868
H50 2.539 6.537 0.671  0.1000
H51 3.742 5.417 1.318  0.0954
H52 -0.666 2.496 2.390  0.0707
H53 -1.716 2.780 0.973  0.0784
H54 -1.824 3.830 2.400  0.1070
H55 0.112 5.972 0.162  0.0809
H56 -1.284 5.912 1.239  0.1031
H57 -1.317 5.032 -0.301  0.0631
H58 3.424 -0.255 -0.448  0.0462
H59 5.130 -0.126 0.026  0.1027
H60 4.373 1.186 -0.888  0.0956
H61 4.479 2.215 2.760  0.0829
H62 5.175 2.654 1.191  0.0945
H63 5.721 1.190 2.026  0.1013
I1 -0.859 3.665 -3.281  0.8143
C40 -1.684 2.930 -5.106  -1.0935
I2 -1.361 0.836 -5.373  0.8600
H64 -1.205 3.447 -5.928  -0.0284
H65 -2.750 3.116 -5.094  -0.0300



(3)
C4H6O2 | ωB97M-V with the def2-TZVPD basis set

Values from the calculation:
Kohn-Sham gap (alpha / beta) (eV): 7.2 / 7.2
Energy relative to the best compared isomer or geometry (same formula, charge and spin) (eV): 5.307
Total charge: 0
Strongest force on any atom (eV Å⁻¹): 5.76
E (hartree): -306.31126

Last column: Löwdin charge in e.
Cartesian coordinates (Å):
C1 0.249 0.163 0.107  -0.5635
C2 -0.480 -1.386 0.083  0.0241
C3 -0.515 1.422 -0.184  -0.0142
C4 1.651 0.113 -0.047  -0.0159
O1 0.533 -0.193 1.432  -0.1524
O2 2.575 -0.316 -0.631  0.2400
H1 -0.152 2.247 0.430  0.0895
H2 -1.144 -1.653 0.900  0.0863
H3 0.324 -2.094 -0.090  0.0739
H4 -1.062 -1.259 -0.832  0.0556
H5 -0.414 1.693 -1.236  0.0871
H6 -1.565 1.263 0.067  0.0894



(4)
C2H5NO3 | ωB97M-V with the def2-TZVPD basis set

Values from the calculation:
Kohn-Sham gap (eV): 10.6
Energy relative to the best compared isomer or geometry (same formula, charge and spin) (eV): 2.311
Total charge: 0
Strongest force on any atom (eV Å⁻¹): 6.29
Structure (SMILES): C=NC(O)(O)O
E (hartree): -359.62438

Last column: Löwdin charge in e.
Cartesian coordinates (Å):
C1 1.723 0.327 0.196  0.0525
C2 -0.588 0.289 0.015  -0.6709
N1 0.637 0.735 -0.365  0.0738
O1 -1.666 0.704 -0.673  0.0993
O2 -0.524 -1.322 -0.315  -0.0880
O3 -0.981 0.310 1.363  0.0698
H1 2.657 0.752 -0.348  0.1125
H2 1.771 -0.265 1.096  0.0887
H3 -1.341 1.155 -1.422  0.0968
H4 -1.340 -1.569 0.226  0.0873
H5 -1.895 0.470 1.281  0.0781



(5)
C3H6ClN3 | ωB97M-V with the def2-TZVPD basis set

Values from the calculation:
Kohn-Sham gap (eV): 9.7
Energy relative to the best compared isomer or geometry (same formula, charge and spin) (eV): 1.392
Total charge: 0
Strongest force on any atom (eV Å⁻¹): 2.54
Structure (SMILES): [H]/N=C(\NN)C(=C)Cl
E (hartree): -742.31205

Last column: Löwdin charge in e.
Cartesian coordinates (Å):
C1 -0.240 -0.165 -0.132  -0.4699
C2 0.237 -0.639 1.198  -0.6757
C3 -0.583 -1.157 2.072  -0.0113
H1 0.039 2.066 -2.170  0.1053
H2 1.233 1.087 -2.508  0.0746
H3 1.282 1.184 -0.119  0.0843
H4 -1.536 -0.425 -1.537  0.0367
H5 -0.317 -1.482 3.116  0.0900
H6 -1.633 -1.160 1.860  0.0622
N1 0.349 1.074 -2.037  0.0194
N2 0.516 0.848 -0.683  -0.0974
N3 -1.289 -0.771 -0.606  0.1230
Cl1 1.943 -0.460 1.544  0.6587